Density functional theory data (ωB97M-V/def2-TZVPD) for a molecular structure, C60H68BrN7O2PReS3.

Geometry (Å):
Re  -0.36469  -0.12643  0.87791
C  -1.43374  7.95272  -0.05471
C  -0.68380  6.65994  0.09130
C  0.56457  6.48979  -0.49751
C  1.26708  5.30235  -0.36478
C  0.70199  4.26628  0.35922
C  -0.52919  4.42058  0.99544
C  -1.21516  5.60868  0.84523
S  1.57502  2.77266  0.69551
O  0.65930  1.62650  0.20266
C  2.97386  2.79777  -0.40059
C  4.18809  2.92845  0.31707
C  5.37860  2.86133  -0.33984
C  5.41370  2.62163  -1.73278
C  6.64782  2.49759  -2.41938
C  6.67345  2.27587  -3.76342
C  5.46388  2.16681  -4.48921
C  4.26061  2.28316  -3.85853
C  4.19757  2.51097  -2.45576
C  2.94753  2.61987  -1.77330
C  1.69341  2.60461  -2.60290
C  1.34861  3.75401  -3.38453
C  2.16630  4.91191  -3.44025
C  1.81324  5.97910  -4.21351
C  0.61651  5.95865  -4.96295
C  -0.19071  4.86008  -4.93012
C  0.15881  3.72877  -4.15367
C  -0.65589  2.56517  -4.16229
C  -0.29669  1.45733  -3.46337
C  0.89077  1.49684  -2.70061
S  1.36855  0.06148  -1.79567
O  0.02684  -0.43083  -1.14339
C  1.63317  -1.14784  -3.05550
C  0.69625  -2.13101  -3.33037
C  0.98872  -3.06766  -4.31224
C  2.19375  -3.03580  -5.01084
C  2.48219  -4.02021  -6.10757
C  3.12642  -2.04772  -4.68577
C  2.85881  -1.10536  -3.71076
H  -1.11929  8.49656  -0.94352
H  -1.25154  8.59608  0.80865
H  -2.50786  7.78162  -0.11295
H  1.00260  7.30255  -1.06367
H  2.24044  5.19441  -0.81703
H  -0.94700  3.62097  1.59512
H  -2.17054  5.73951  1.33866
H  4.15705  3.10683  1.38550
H  6.31059  2.98341  0.19802
H  7.56895  2.58425  -1.85667
H  7.61864  2.19085  -4.28259
H  5.49665  1.99376  -5.55691
H  3.34601  2.20450  -4.43178
H  3.09357  4.94238  -2.88269
H  2.45941  6.84582  -4.26264
H  0.34944  6.81270  -5.57113
H  -1.10545  4.83294  -5.50897
H  -1.55878  2.56688  -4.76073
H  -0.89029  0.55233  -3.49093
H  -0.23881  -2.16420  -2.78684
H  0.26592  -3.84155  -4.54060
H  1.78680  -4.85693  -6.08846
H  3.49724  -4.40949  -6.03328
H  2.39266  -3.53335  -7.08045
H  4.08085  -2.02721  -5.19795
H  3.59529  -0.34693  -3.46602
N  -1.04540  -1.13115  2.14210
P  -1.45362  -2.18116  3.36805
N  -0.43236  -1.91207  4.59994
C  0.46418  -0.76784  4.80693
C  1.87604  -1.27175  5.16030
C  2.10766  -2.65029  4.54382
C  1.20563  -3.65866  5.25728
C  -0.17105  -3.03221  5.52943
N  -1.38789  -3.68136  2.75089
C  -2.06537  -4.85724  3.35736
C  -2.51622  -5.79136  2.24626
C  -1.29260  -6.39499  1.54126
C  -0.12109  -5.39904  1.52788
C  -0.62315  -3.96502  1.51953
N  -2.96087  -2.02165  3.97199
C  -3.25698  -0.92481  4.92302
C  -3.62344  0.36001  4.19024
C  -4.82017  0.11212  3.27287
C  -4.54993  -1.06052  2.33235
C  -4.13132  -2.29982  3.11142
H  0.07486  -0.13158  5.60726
H  0.47115  -0.17237  3.89715
H  1.97608  -1.35182  6.24496
H  2.61931  -0.54371  4.83798
H  3.15217  -2.95246  4.61614
H  1.85024  -2.61998  3.48087
H  1.65319  -3.94018  6.21144
H  1.10747  -4.57173  4.66660
H  -0.22341  -2.63141  6.54377
H  -0.97216  -3.76435  5.45074
H  -2.89552  -4.51867  3.97233
H  -1.36743  -5.39002  4.01126
H  -3.13046  -5.22764  1.53771
H  -3.14986  -6.57376  2.66240
H  -1.55590  -6.68687  0.52405
H  -0.98394  -7.30481  2.05629
H  0.51309  -5.55783  0.65434
H  0.51211  -5.54216  2.40710
H  -1.25688  -3.79354  0.64092
H  0.20956  -3.27408  1.45830
H  -2.40828  -0.79341  5.59082
H  -4.10209  -1.26011  5.52936
H  -2.76315  0.69234  3.59746
H  -3.85081  1.14254  4.91531
H  -5.05852  1.01518  2.70714
H  -5.69679  -0.11800  3.88635
H  -3.73381  -0.80759  1.65099
H  -5.43746  -1.29350  1.73776
H  -3.89669  -3.12990  2.44606
H  -4.94294  -2.61970  3.77016
Br  4.03852  -3.59896  -0.76003
C  3.48123  -2.18973  0.33702
C  4.38580  -1.42039  1.05167
C  3.89348  -0.39358  1.84035
C  2.53316  -0.15743  1.87590
N  1.65940  -0.88679  1.16717
C  2.13552  -1.89529  0.41745
H  5.44764  -1.62175  0.99176
H  4.55946  0.22165  2.43001
H  2.11840  0.62678  2.49288
H  1.41371  -2.47133  -0.14569
C  -6.85221  1.07752  -1.66314
C  -5.59771  0.30763  -1.43342
C  -5.35474  -0.96489  -1.86877
C  -4.11099  -1.54663  -1.58357
N  -3.16824  -0.90940  -0.88495
C  -3.41768  0.31699  -0.45413
S  -2.30321  1.23296  0.50189
N  -4.60530  0.91438  -0.73494
C  -3.78311  -2.91642  -2.07528
H  -7.54718  0.50626  -2.27127
H  -6.63471  2.01905  -2.17060
H  -7.33393  1.31298  -0.71196
H  -6.10836  -1.50272  -2.42524
H  -4.75094  1.85618  -0.38976
H  -4.65150  -3.57231  -2.03039
H  -2.95972  -3.33642  -1.50302
H  -3.48001  -2.85513  -3.12429

Summary:
Net charge   +3
LUMO level (spin up / spin down)   -7.5 / -7.5 eV
Largest force on an atom   1.2 eV/Å
2S+1   2
Relative energy (zero: lowest compared OMol25 entry of this formula, charge and spin)   0.0000 eV

Atom charges from the Mulliken analysis, given in e for atoms 1 to 6: Re -0.25; C -1.65; C 0.88; C -0.97; C -0.65; C 0.69

---

Density functional theory data (ωB97M-V/def2-TZVPD) for C27H35N3O6S2 in the gas phase.

Geometry (Å):
C  -2.08431  -1.13324  -3.16664
C  -2.59572  -1.08609  -1.72028
C  -2.28413  0.31442  -1.17993
C  -1.81432  -2.13223  -0.90336
C  -2.58532  -2.62911  0.31905
C  -3.89234  -3.27231  -0.13769
C  -4.69571  -2.00825  -0.45212
C  -6.18898  -2.25873  -0.62585
C  -4.39738  -1.16495  0.79446
N  -3.02788  -1.51337  1.14697
S  -2.57120  -1.46766  2.73555
O  -1.93517  -2.69630  3.12252
O  -3.67170  -0.98266  3.52022
C  -1.31553  -0.18389  2.70195
C  -1.71029  1.12972  2.53559
C  -0.75787  2.13130  2.55663
C  0.58806  1.81489  2.73741
C  1.54635  2.93913  2.92463
O  1.23523  3.95667  3.50607
N  2.84595  2.77062  2.51166
C  3.39734  1.89099  1.58692
C  4.74682  1.54709  1.70274
C  5.33685  0.67969  0.80282
C  4.59488  0.14838  -0.24148
C  3.27144  0.52131  -0.36922
S  2.29156  -0.05701  -1.74667
O  2.97363  -1.14992  -2.38170
O  0.94324  -0.26369  -1.30450
N  2.30094  1.33515  -2.68711
C  1.10411  1.59515  -3.46667
C  1.12474  0.79107  -4.76821
O  2.29020  1.07141  -5.51171
C  3.45071  0.73777  -4.78117
C  3.51326  1.51809  -3.46327
C  2.66265  1.38377  0.51658
C  0.97077  0.48525  2.90398
C  0.01370  -0.51386  2.87814
C  -4.11549  -1.37057  -1.72448
H  -1.00945  -0.97008  -3.17421
H  -2.55928  -0.36140  -3.76913
H  -2.28810  -2.09919  -3.62414
H  -2.54827  0.40824  -0.13384
H  -2.81305  1.07451  -1.75321
H  -1.21470  0.49200  -1.26183
H  -0.86022  -1.69588  -0.60658
H  -1.59908  -3.00191  -1.52722
H  -1.96180  -3.28534  0.92883
H  -3.76423  -3.92338  -0.99919
H  -4.35435  -3.83416  0.67510
H  -6.36816  -2.90113  -1.48517
H  -6.60014  -2.74279  0.25684
H  -6.71749  -1.32079  -0.78126
H  -4.48948  -0.09280  0.60789
H  -5.06720  -1.42323  1.62059
H  -2.76026  1.35211  2.43038
H  -1.03915  3.16885  2.45775
H  3.47752  3.46591  2.89330
H  5.32734  1.95902  2.51520
H  6.37652  0.41475  0.91725
H  5.01766  -0.54714  -0.94815
H  0.24730  1.31880  -2.85463
H  1.07438  2.66702  -3.68561
H  0.28198  1.05780  -5.40771
H  1.08220  -0.28195  -4.52651
H  4.29662  0.99156  -5.42200
H  3.46089  -0.33778  -4.55744
H  4.35431  1.17905  -2.85872
H  3.61833  2.58895  -3.66572
H  1.62835  1.64286  0.36393
H  2.00476  0.23308  3.08506
H  0.27353  -1.55039  3.02216
H  -4.64616  -0.43804  -1.92978
H  -4.33697  -2.05340  -2.54884

Summary:
LUMO level   0.0 eV
Largest force on an atom   1.1 eV/Å
SMILES   CC1(C)C[C@@H]2C[C@@](C)(CN2S(=O)(=O)c2ccc(C(=O)Nc3cccc(S(=O)(=O)N4CCOCC4)c3)cc2)C1
Relative energy (zero: lowest compared OMol25 entry of this formula, charge and spin)   0.0000 eV

Atom charges from the natural (NBO) analysis, given in e for atoms 1 to 6: C -0.59; C -0.05; C -0.62; C -0.41; C -0.05; C -0.41

---

Density functional theory data (ωB97M-V/def2-TZVPD) for 12 unconnected molecules or ions with the total composition H26NO11.

Geometry (Å):
N  -1.26458  -38.87884  31.27895
H  -2.08649  -39.37523  31.15436
H  -1.33827  -37.97437  31.40390
H  -0.79933  -39.04367  30.45560
H  -1.06305  -39.36433  32.06639
O  -0.14478  -38.22702  28.27809
H  0.90458  -38.14137  28.42507
H  -0.23465  -37.63534  27.46723
O  0.43991  -35.34621  31.01504
H  0.64313  -35.00782  31.80396
H  -0.58075  -35.24962  31.02302
O  -4.43250  -38.66123  32.21973
H  -4.73756  -38.28644  31.43941
H  -5.03899  -37.97597  32.72445
O  -3.08429  -40.56012  28.96573
H  -2.88802  -40.12847  28.09219
H  -4.03132  -40.43035  29.11222
O  -2.34622  -41.73701  33.11027
H  -3.24595  -41.54419  33.49881
H  -1.67849  -41.39191  33.71997
O  1.16270  -37.62514  32.55476
H  0.95447  -37.08101  33.24655
H  1.11566  -36.89116  31.93852
O  -2.35211  -35.57181  33.24758
H  -1.65419  -35.35268  33.69065
H  -2.06366  -36.41791  33.42325
O  -1.12894  -37.93425  34.65701
H  -0.99446  -38.90554  34.73715
H  -0.35946  -37.44141  34.57113
O  -2.70469  -35.69286  30.14535
H  -3.11897  -36.15089  29.44711
H  -3.05067  -35.50610  30.95957
O  -0.24251  -40.67038  34.33617
H  -0.51580  -41.03512  35.27429
H  0.67767  -40.73817  34.43158
O  0.35972  -41.50668  30.79372
H  0.10462  -42.11399  30.05141
H  1.34628  -41.25365  30.67199

Summary:
Net charge   +1
LUMO level   -2.9 eV
Largest force on an atom   9.3 eV/Å
Relative energy (zero: lowest compared OMol25 entry of this formula, charge and spin)   4.4909 eV

Atom charges from the natural (NBO) analysis, given in e for atoms 1 to 6: N -0.79; H 0.45; H 0.42; H 0.45; H 0.45; O -0.98